# C3H27NO14

A cluster of 12 separate species, C3H27NO14 in total at a distorted geometry (ωB97M-V/def2-TZVPD, OMol25).

SMILES   O=CCNC(=O)O.O.O.O.O.O.O.O.O.O.O.O
Energy above the lowest of the compared OMol25 structures with the same formula, charge and spin   0.0 kcal/mol
E_LUMO   0.001 Ha
2S+1   1
Maximum force   0.038 Eh/bohr
HOMO   -10.04 eV
Net charge   0
HOMO-LUMO gap   10.1 eV

Cartesian coordinates (Å):
O 0.25085 -0.66607 -4.32864
C 0.50634 -0.23021 -3.23847
C 1.83157 -0.58064 -2.57327
N 2.17211 0.30244 -1.43291
C 1.34690 0.95554 -0.62086
O 0.12988 0.35206 -0.44088
O 1.61710 1.93079 0.05930
H -0.18637 0.45216 -2.74292
H 1.75933 -1.58649 -2.14008
H 2.65717 -0.56254 -3.27591
H 3.15598 0.33447 -1.21160
H -0.46841 0.89669 0.08310
H 4.08507 -0.14886 1.17911
H 3.07211 0.96781 1.31872
O 3.96777 0.79415 1.01614
H 2.09368 -2.16352 0.38722
H 2.76852 -3.13057 1.34425
O 2.94194 -2.37296 0.78042
H 0.48159 2.14432 1.65623
H -0.49610 1.10787 2.28863
O -0.29253 2.04912 2.22904
H 1.45537 -4.16235 -1.13057
H -0.08189 -3.88854 -0.74263
O 0.73556 -3.53692 -1.07852
H -3.21334 -0.57490 -0.14757
H -2.07394 -0.52547 -1.09030
O -2.69300 -1.16115 -0.71135
H -2.40612 0.41902 1.46837
H -1.74590 -0.97236 1.02647
O -1.61194 -0.17100 1.56656
H -1.58193 2.60669 -2.78270
H -0.55387 3.53610 -2.17004
O -0.68181 2.63285 -2.44632
H 0.38216 -1.11437 0.84029
H 0.41564 -1.12271 2.40291
O 0.34979 -1.67722 1.62317
H -4.06123 1.62700 1.42957
H -2.99231 2.17899 0.50477
O -3.53649 1.38170 0.65530
H -1.63215 -2.74606 3.13660
H -2.03759 -1.44234 2.66190
O -2.33162 -2.12146 3.31491
H -0.93965 3.99069 0.54387
H -0.96708 2.65164 0.56710
O -1.59118 3.34660 0.22160

Atoms 1-3, force components in eV/Å:
O -0.07 -0.17 -0.05
C 0.57 -0.11 -0.71
C -0.55 -0.16 1.73

Löwdin atomic charge list, values in e, 8 entries:
1 O 0.070
2 C -0.220
3 C -0.073
4 N 0.114
5 C -0.589
6 O 0.046
7 O 0.062
8 H 0.086

# C3H29BeO12

A structure of composition C3H29BeO12 at a distorted geometry (ωB97M-V/def2-TZVPD, OMol25).

Energy above the lowest of the compared OMol25 structures with the same formula, charge and spin   0.0 kcal/mol
E_LUMO   -0.129 Ha
2S+1   1
Maximum force   0.058 Eh/bohr
HOMO   -12.63 eV
Net charge   +1
HOMO-LUMO gap   9.1 eV

Cartesian coordinates (Å):
Be -1.07585 0.60580 -0.62247
C 1.15492 -1.82823 -0.69914
C 0.30687 -1.46788 0.54549
C 1.14360 -0.65479 1.51323
O -0.76530 -0.63648 0.20035
H 0.58980 -2.20618 -1.55598
H 1.84187 -2.54907 -0.43189
H 1.66807 -1.00791 -1.10839
H -0.10744 -2.35776 1.02220
H 0.69878 -0.15183 2.43803
H 1.80879 0.10709 1.07013
H 1.83716 -1.35942 1.85313
O -0.52990 0.68912 -2.17135
H -0.05842 1.40068 -2.70011
H -0.80426 0.05517 -2.85309
O -2.67153 1.09014 -0.41105
H -2.81318 1.98580 -0.11443
H -3.52508 0.75360 -0.68621
O 0.05366 2.58459 2.71053
H -0.27182 2.02813 3.47954
H -0.52574 3.39350 2.62112
O -1.88107 -1.35907 2.69255
H -2.34148 -0.63487 2.31374
H -1.39170 -1.53799 1.89451
O 2.79024 2.38226 1.96042
H 3.16134 1.52847 2.28208
H 1.81017 2.38567 1.98890
O -0.79954 -1.42891 -4.08687
H -1.18348 -2.30157 -3.99035
H -0.91984 -1.31123 -5.03942
O -0.86589 0.60991 4.48491
H -1.11410 -0.10175 3.92418
H -1.14917 0.23938 5.32140
O 2.31751 -1.49032 -4.10598
H 1.59744 -1.77371 -3.51199
H 2.82811 -2.24651 -4.18783
O -2.71747 -1.61418 -1.45148
H -2.91045 -2.30272 -2.08370
H -2.20391 -2.06844 -0.79843
O 2.84856 1.85626 -1.18668
H 2.00602 2.21124 -1.48117
H 2.74495 1.58051 -0.26195
O -0.28699 1.94530 0.15990
H -0.14910 2.08684 1.13095
H -0.14515 2.87135 -0.06733

Atoms 1-3, force components in eV/Å:
Be 0.87 -1.04 1.10
C -2.11 0.10 0.26
C 0.15 2.31 -1.22

Löwdin atomic charge list, values in e, 8 entries:
1 Be 0.056
2 C -0.015
3 C -0.451
4 C -0.041
5 O -0.234
6 H 0.072
7 H 0.065
8 H 0.060

# C3H2AuO2

A structure of composition C3H2AuO2 at a distorted geometry (ωB97M-V/def2-TZVPD, OMol25).

Expectation value of S²   2.01
Energy above the lowest of the compared OMol25 structures with the same formula, charge and spin   0.0 kcal/mol
E_LUMO (spin up / spin down)   -0.659 / -0.769 Ha
2S+1   3
Maximum force   0.088 Eh/bohr
HOMO (spin up / spin down)   -29.19 / -29.91 eV
Net charge   +3
HOMO-LUMO gap (spin up / spin down)   11.3 / 9.0 eV

Cartesian coordinates (Å):
O -0.24915 1.03740 -0.16034
O -0.08506 -1.08036 0.08922
C -1.54570 0.67101 -0.10290
C -1.49402 -0.74422 0.13871
C 0.58942 -0.01009 0.02752
H -1.96923 -1.11610 1.05461
Au 2.49135 0.09507 0.04030
H -2.05711 -0.77176 -0.94053

Atoms 1-3, force components in eV/Å:
O -0.93 1.61 -0.53
O 0.17 0.37 0.49
C 4.28 0.06 1.50

Computed Löwdin charges, given in elementary charges:
1 O 0.211
2 O 0.207
3 C 0.493
4 C 0.096
5 C -0.207
6 H 0.238
7 Au 1.648
8 H 0.314

# C3H2BaO3

A structure of composition C3H2BaO3 at a distorted geometry (ωB97M-V/def2-TZVPD, OMol25).

Energy above the lowest of the compared OMol25 structures with the same formula, charge and spin   0.0 kcal/mol
E_LUMO   -0.026 Ha
2S+1   1
Maximum force   0.050 Eh/bohr
HOMO   -5.69 eV
Net charge   0
HOMO-LUMO gap   5.0 eV

Cartesian coordinates (Å):
O 0.83576 0.82911 -1.49042
C -0.44691 -3.55213 1.07180
C 0.67683 1.55128 -0.35813
O -0.40323 -3.19859 -0.01821
O -0.87326 -0.00874 0.48869
C -0.16252 1.14256 0.62366
Ba -0.52811 -1.00141 -1.57148
H 1.21060 2.50653 -0.28188
H -0.30916 1.73140 1.53598

Atoms 1-3, force components in eV/Å:
O 0.08 -0.13 -0.08
C 0.08 0.60 -1.75
C -0.29 0.38 0.61

Löwdin atomic charge list, values in e, 8 entries:
1 O -0.607
2 C 0.100
3 C -0.401
4 O -0.185
5 O -0.592
6 C -0.392
7 Ba 1.912
8 H 0.083

# C3H2BiO2

A structure of composition C3H2BiO2 at a distorted geometry (ωB97M-V/def2-TZVPD, OMol25).

Energy above the lowest of the compared OMol25 structures with the same formula, charge and spin   0.0 kcal/mol
E_LUMO (spin up / spin down)   -0.262 / -0.261 Ha
2S+1   1
Maximum force   0.089 Eh/bohr
HOMO (spin up / spin down)   -13.43 / -14.47 eV
Net charge   +1
HOMO-LUMO gap (spin up / spin down)   6.3 / 7.4 eV

Cartesian coordinates (Å):
O 1.52435 -0.43054 0.18826
C 0.34288 -0.94048 -0.08308
C -0.84428 -0.29158 -0.16201
O -1.08958 1.07747 0.05857
C -0.21975 2.01843 0.36604
Bi 1.81638 1.45264 -0.27043
H 0.24485 -2.03069 0.03763
H -1.77485 -0.85526 -0.13498

Atoms 1-3, force components in eV/Å:
O -0.08 -2.03 0.18
C -1.86 -0.33 1.19
C -0.13 -1.09 0.09

Computed Löwdin charges, given in elementary charges:
1 O -0.429
2 C -0.241
3 C -0.083
4 O -0.097
5 C -0.072
6 Bi 1.620
7 H 0.158
8 H 0.144

# C3H2Br2I2

A structure of composition C3H2Br2I2 at a distorted geometry (ωB97M-V/def2-TZVPD, OMol25).

Energy above the lowest of the compared OMol25 structures with the same formula, charge and spin   32.2 kcal/mol
E_LUMO (spin up / spin down)   -0.061 / -0.061 Ha
2S+1   1
Maximum force   0.050 Eh/bohr
HOMO (spin up / spin down)   -8.25 / -8.25 eV
Net charge   0
HOMO-LUMO gap (spin up / spin down)   6.6 / 6.6 eV

Cartesian coordinates (Å):
C 0.57011 -0.06982 -0.11165
C -1.34103 -0.47514 -1.61029
C 0.41701 0.68856 1.06665
Br -0.66987 -2.06574 -2.34582
Br 1.90547 1.64418 1.80300
I 2.21585 -0.34158 -1.15964
I -2.94971 -0.82625 -0.21185
H -0.34204 1.54258 0.74427
H 0.19420 -0.09679 1.82534

Atoms 1-3, force components in eV/Å:
C -1.53 -0.91 -1.67
C 0.65 0.58 1.00
C -0.76 1.37 -0.37

Löwdin atomic charge list, values in e, 8 entries:
1 C -0.837
2 C -1.099
3 C -0.832
4 Br 0.421
5 Br 0.586
6 I 0.994
7 I 0.545
8 H 0.134

# C3H2Br3F4N3

A cluster of 3 separate species, C3H2Br3F4N3 in total at a distorted geometry (ωB97M-V/def2-TZVPD, OMol25).

SMILES   F/N=C(F)/N=C/Br.N=C(F)F.BrBr
Energy above the lowest of the compared OMol25 structures with the same formula, charge and spin   0.0 kcal/mol
E_LUMO   -0.056 Ha
2S+1   1
Maximum force   0.073 Eh/bohr
HOMO   -10.16 eV
Net charge   0
HOMO-LUMO gap   8.6 eV

Cartesian coordinates (Å):
C -0.35907 -0.60547 1.85474
C -2.15385 0.92225 -1.64030
C 1.17924 -1.70724 0.31794
N -1.90690 1.90110 -0.97527
N 0.52088 -1.36830 1.46962
N 2.33932 -1.23112 0.07265
F -2.32144 0.75076 -2.95695
F 0.43541 -2.61628 -0.48269
F -2.68091 -0.17558 -1.02826
F 2.91624 -1.79026 -1.07146
Br -1.07960 -0.69760 3.58874
Br 3.77854 1.54473 0.47103
Br 1.59698 2.19335 0.47175
H -0.91596 0.12940 1.18531
H -1.34887 2.75027 -1.27685

Atoms 1-3, force components in eV/Å:
C -1.56 1.33 -1.80
C -2.57 -1.64 -0.75
C -1.56 -0.43 -1.38

Löwdin atomic charge list, values in e, 8 entries:
1 C -0.665
2 C -0.511
3 C -0.344
4 N 0.199
5 N 0.060
6 N 0.063
7 F 0.128
8 F 0.058

# C3H2BrCl2F

A cluster of 2 separate species, C3H2BrCl2F in total at a distorted geometry (ωB97M-V/def2-TZVPD, OMol25).

Energy above the lowest of the compared OMol25 structures with the same formula, charge and spin   71.3 kcal/mol
E_LUMO (spin up / spin down)   -0.023 / -0.069 Ha
2S+1   1
Maximum force   0.084 Eh/bohr
HOMO (spin up / spin down)   -9.93 / -8.83 eV
Net charge   0
HOMO-LUMO gap (spin up / spin down)   9.3 / 7.0 eV

Cartesian coordinates (Å):
C 0.74396 0.30524 0.48187
C 1.70554 -0.24060 -0.15446
C -1.97602 -0.25182 0.02072
F 3.03768 0.11496 -0.30886
Cl 0.72301 1.79187 1.24644
Cl 1.42945 -1.72454 -1.08538
Br -2.25732 1.43286 -0.66489
H -1.40528 -0.96593 -0.61405
H -2.00101 -0.46205 1.07859

Atoms 1-3, force components in eV/Å:
C -1.28 1.57 1.01
C 2.67 -2.42 -2.36
C 2.13 -0.78 -0.59

Löwdin atomic charge list, values in e, 8 entries:
1 C -0.607
2 C -0.791
3 C -0.527
4 F -0.027
5 Cl 0.677
6 Cl 0.644
7 Br 0.650
8 H -0.017

# C3H2BrF2I

A cluster of 2 separate species, C3H2BrF2I in total at a distorted geometry (ωB97M-V/def2-TZVPD, OMol25).

Energy above the lowest of the compared OMol25 structures with the same formula, charge and spin   103.3 kcal/mol
E_LUMO (spin up / spin down)   -0.019 / -0.027 Ha
2S+1   1
Maximum force   0.095 Eh/bohr
HOMO (spin up / spin down)   -9.07 / -8.42 eV
Net charge   0
HOMO-LUMO gap (spin up / spin down)   8.6 / 7.7 eV

Cartesian coordinates (Å):
C -0.19108 -0.51764 1.48462
C -0.79429 -0.85599 0.41010
C 0.56836 0.75461 -1.18574
F 0.94680 0.18788 -2.40724
F -0.42390 1.70609 -1.45453
Br 1.99908 1.36654 -0.25896
I -2.30616 -1.88171 -0.43068
H -0.29516 -1.06554 2.29547
H 0.49636 0.30576 1.54694

Atoms 1-3, force components in eV/Å:
C 0.77 1.73 -1.96
C 0.34 1.34 -2.80
C -3.15 -0.96 -2.42

Löwdin atomic charge list, values in e, 8 entries:
1 C -0.145
2 C -0.724
3 C -0.796
4 F -0.056
5 F -0.053
6 Br 0.877
7 I 0.895
8 H 0.009

# C3H2BrI

A cluster of 2 separate species, C3H2BrI in total at a distorted geometry (ωB97M-V/def2-TZVPD, OMol25).

Energy above the lowest of the compared OMol25 structures with the same formula, charge and spin   39.7 kcal/mol
E_LUMO (spin up / spin down)   -0.057 / -0.062 Ha
2S+1   1
Maximum force   0.048 Eh/bohr
HOMO (spin up / spin down)   -8.04 / -7.98 eV
Net charge   0
HOMO-LUMO gap (spin up / spin down)   6.5 / 6.3 eV

Cartesian coordinates (Å):
C -0.20383 0.82606 0.58779
C 0.56317 -0.22494 0.86205
C -0.42279 -0.40878 -0.15582
Br -1.54671 -1.84118 -0.49262
I 0.77135 0.40888 -2.95110
H -0.49254 1.87770 0.68444
H 1.33135 -0.63773 1.46525

Atoms 1-3, force components in eV/Å:
C -0.69 -1.11 -1.24
C -1.15 0.52 -1.05
C 1.72 1.46 1.05

Computed Löwdin charges, given in elementary charges:
1 C 0.018
2 C -0.016
3 C -0.784
4 Br 0.765
5 I -0.231
6 H 0.132
7 H 0.116

Question: Number 2 is which compound?
Answer: C3H29BeO12

What did the third record say?
# C3H2AuO2

A structure of composition C3H2AuO2 at a distorted geometry (ωB97M-V/def2-TZVPD, OMol25).

Expectation value of S²   2.01
Energy above the lowest of the compared OMol25 structures with the same formula, charge and spin   0.0 kcal/mol
E_LUMO (spin up / spin down)   -0.659 / -0.769 Ha
2S+1   3
Maximum force   0.088 Eh/bohr
HOMO (spin up / spin down)   -29.19 / -29.91 eV
Net charge   +3
HOMO-LUMO gap (spin up / spin down)   11.3 / 9.0 eV

Cartesian coordinates (Å):
O -0.24915 1.03740 -0.16034
O -0.08506 -1.08036 0.08922
C -1.54570 0.67101 -0.10290
C -1.49402 -0.74422 0.13871
C 0.58942 -0.01009 0.02752
H -1.96923 -1.11610 1.05461
Au 2.49135 0.09507 0.04030
H -2.05711 -0.77176 -0.94053

Atoms 1-3, force components in eV/Å:
O -0.93 1.61 -0.53
O 0.17 0.37 0.49
C 4.28 0.06 1.50

Computed Löwdin charges, given in elementary charges:
1 O 0.211
2 O 0.207
3 C 0.493
4 C 0.096
5 C -0.207
6 H 0.238
7 Au 1.648
8 H 0.314